# 1
This record from the OMol25 dataset describes a 2-piece molecular cluster, C10H16 overall. The level of theory is ωB97M-V/def2-TZVPD.

Calculated values
SMILES: Cc1ccccc1.CCC
Energy above the lowest of the compared OMol25 structures with the same formula, charge and spin: 2.1828 eV
LUMO energy: 1.01 eV
Net charge: 0
HOMO: -9.0 eV

```
26
C10H16 | the OMol25 dataset | ωB97M-V/def2-TZVPD
C -1.775 2.728 -0.794
C -1.079 2.294 -2.110
C -2.533 1.881 0.145
H -1.035 3.304 -0.246
H -2.522 3.584 -1.139
H -0.363 3.063 -2.433
H -2.091 0.938 0.427
H -2.652 2.449 1.136
H -1.791 1.954 -2.831
H -0.615 1.290 -1.943
H -3.470 1.693 -0.251
C 3.036 -2.554 -0.397
C 0.580 -0.043 0.863
C 1.640 -0.601 0.223
C -0.250 -0.862 1.667
C 1.865 -1.974 0.226
C -0.062 -2.303 1.723
C 1.027 -2.793 0.936
H 0.328 1.030 0.839
H 2.301 0.138 -0.396
H -1.089 -0.230 2.303
H -0.751 -3.046 2.377
H 3.323 -3.299 0.232
H 3.796 -1.774 -0.214
H 1.198 -3.866 1.017
H 2.984 -3.000 -1.357
```

# 2
This record from the OMol25 dataset describes a 2-piece molecular cluster, C12H16N2 overall. The level of theory is ωB97M-V/def2-TZVPD.

Calculated values
SMILES: CCc1c[nH]cn1.Cc1ccccc1
Energy above the lowest of the compared OMol25 structures with the same formula, charge and spin: 0.8156 eV
LUMO energy: 0.81 eV
Net charge: 0
HOMO: -8.6 eV

```
30
C12H16N2 | the OMol25 dataset | ωB97M-V/def2-TZVPD
C -4.417 1.469 -1.739
C -2.804 -0.287 1.163
C -1.474 -0.386 0.803
C -3.780 0.324 0.396
C -3.383 0.884 -0.824
C -1.089 0.141 -0.438
C -2.061 0.768 -1.208
H -3.123 -0.669 2.131
H -0.682 -0.695 1.467
H -4.819 0.404 0.678
H -0.065 0.017 -0.761
H -5.060 0.691 -2.175
H -3.988 1.802 -2.689
H -1.734 1.134 -2.177
H -5.042 2.232 -1.291
C 2.984 0.780 -0.234
C 4.465 0.514 -0.574
C 2.405 -0.362 0.542
C 2.451 -1.697 0.252
C 1.660 -1.374 2.275
N 1.908 -0.161 1.803
N 1.862 -2.305 1.327
H 2.935 1.680 0.287
H 2.453 0.697 -1.173
H 4.968 0.661 0.386
H 2.741 -2.138 -0.682
H 1.206 -1.507 3.242
H 1.840 -3.308 1.398
H 4.923 1.189 -1.296
H 4.720 -0.498 -0.890
```

# 3
This record from the OMol25 dataset describes C46H44N10PbSSbSe4 as an isolated structure. The level of theory is ωB97M-V/def2-TZVPD.

Calculated values
Energy above the lowest of the compared OMol25 structures with the same formula, charge and spin: 0.0926 eV
LUMO energy: 1.69 eV
Net charge: -1
HOMO: -3.7 eV

```
107
C46H44N10PbSSbSe4 | the OMol25 dataset | ωB97M-V/def2-TZVPD
Pb 0.134 -0.796 0.033
N -0.120 -2.347 -4.208
C -0.735 -2.018 -3.083
N -0.741 -2.714 -1.974
C 0.054 -3.830 -1.931
N 0.285 -4.480 -0.818
N -0.149 -3.814 0.286
C -0.292 -4.538 1.326
C -0.675 -3.982 2.629
C -0.476 -4.760 3.772
C -0.798 -4.240 5.011
C -1.324 -2.959 5.079
C -1.509 -2.269 3.890
N -1.203 -2.753 2.692
C 0.685 -4.320 -3.152
C 1.431 -5.503 -3.203
C 2.097 -5.846 -4.357
C 2.048 -5.005 -5.475
C 1.320 -3.839 -5.449
C 0.626 -3.509 -4.283
H -0.015 -1.581 -4.900
H -1.246 -1.061 -3.116
H -0.093 -5.611 1.275
H -0.056 -5.753 3.674
H -0.639 -4.823 5.910
H -1.593 -2.505 6.023
H -1.933 -1.270 3.902
H 1.483 -6.117 -2.315
H 2.682 -6.756 -4.395
H 2.611 -5.258 -6.365
H 1.316 -3.152 -6.283
C 4.144 1.459 0.136
C 4.310 0.119 0.791
C 5.421 -0.672 0.544
C 5.557 -1.923 1.129
C 4.570 -2.401 1.969
C 3.429 -1.647 2.236
C 2.352 -2.204 3.130
C 3.323 -0.390 1.648
N 2.129 0.365 1.806
C 2.053 1.337 2.610
C 3.155 1.767 3.540
C 0.784 2.160 2.586
C 0.500 3.127 3.709
N 0.026 2.024 1.580
C -1.107 2.859 1.426
C -2.367 2.365 1.780
C -2.489 1.036 2.471
C -3.487 3.140 1.504
C -3.361 4.374 0.884
C -2.104 4.851 0.554
C -0.955 4.116 0.828
C 0.402 4.679 0.503
H 4.951 1.650 -0.569
H 4.135 2.270 0.872
H 3.214 1.507 -0.435
H 6.174 -0.308 -0.144
H 6.424 -2.533 0.908
H 4.663 -3.385 2.416
H 2.713 -2.313 4.157
H 2.042 -3.192 2.786
H 1.468 -1.568 3.151
H 4.063 1.206 3.333
H 2.868 1.595 4.580
H 3.358 2.834 3.427
H 1.201 3.034 4.533
H -0.511 2.960 4.085
H 0.532 4.153 3.339
H -1.944 0.255 1.937
H -3.534 0.734 2.550
H -2.073 1.081 3.482
H -4.466 2.760 1.773
H -4.242 4.961 0.653
H -2.000 5.807 0.054
H 0.325 5.399 -0.311
H 1.102 3.903 0.197
H 0.828 5.204 1.365
N -3.013 2.326 -1.928
C -2.332 3.402 -2.528
C -3.068 4.423 -3.103
C -2.424 5.493 -3.713
C -1.043 5.525 -3.754
C -0.303 4.496 -3.178
C -0.941 3.439 -2.550
S 0.035 2.168 -1.794
N -1.146 1.062 -1.285
C -2.405 1.228 -1.395
C -3.300 0.126 -0.908
C -4.685 0.144 -1.027
C -5.405 -0.946 -0.560
C -4.731 -2.016 0.002
C -3.346 -1.949 0.079
N -2.663 -0.903 -0.358
H -4.014 2.355 -1.965
H -4.152 4.375 -3.077
H -3.009 6.285 -4.165
H -0.526 6.338 -4.247
H 0.779 4.481 -3.238
H -5.216 0.968 -1.481
H -6.484 -0.958 -0.646
H -5.257 -2.888 0.367
H -2.753 -2.752 0.502
Se -0.125 0.797 -5.074
Sb 2.139 0.641 -4.090
Se 2.022 -0.799 -1.863
Se 3.000 2.816 -3.396
Se 3.609 -0.819 -5.320
```

# 4
This record from the OMol25 dataset describes CH3ClIN as an isolated structure. The level of theory is ωB97M-V/def2-TZVPD.

Calculated values
Energy above the lowest of the compared OMol25 structures with the same formula, charge and spin: 2.7017 eV
LUMO energy: -0.88 eV
Net charge: 0
HOMO: -8.7 eV

```
7
CH3ClIN | the OMol25 dataset | ωB97M-V/def2-TZVPD
C -0.244 0.733 2.279
N -0.109 -0.348 -1.137
Cl 0.304 -0.738 1.829
I 0.673 2.254 1.179
H -0.385 0.105 -2.014
H 0.660 -1.030 -1.291
H -0.899 -0.975 -0.844
```

no.,HOMO-LUMO gap (Eh)
1,0.3662
2,0.3471
3,0.1977
4,0.2863